[1]
The following is a quantum chemistry calculation of C17H32BNOP2Pt as an isolated structure at a distorted geometry, from the OMol25 dataset.

Results
**Calculated total energy**: -1622.59506 Eh
**Total charge**: +3
**LUMO energy (alpha / beta)**: -9.421 / -13.110 eV
**Multiplicity**: 6
**<S²>**: 8.7911

Atoms and positions in Å:
Pt1 -0.127 -0.171 0.199
H1 -4.011 -1.488 -1.199
H2 -0.321 0.802 -1.588
P1 -1.103 1.792 1.028
P2 0.722 -1.962 -1.000
C1 0.000 -3.430 -0.228
H3 0.259 -4.320 -0.816
H4 0.384 -3.520 0.794
H5 -1.089 -3.297 -0.180
C2 0.129 -2.006 -2.722
H6 0.638 -1.249 -3.335
H7 0.355 -3.007 -3.120
H8 -0.954 -1.829 -2.755
C3 2.519 -2.251 -1.047
H9 2.914 -2.375 -0.032
H10 2.724 -3.165 -1.622
H11 3.031 -1.407 -1.526
C4 -2.817 1.792 0.434
H12 -3.309 2.715 0.761
H13 -2.844 1.715 -0.660
H14 -3.326 0.924 0.867
C5 -1.228 1.722 2.839
H15 -0.226 1.606 3.270
H16 -1.701 2.641 3.215
H17 -1.821 0.845 3.124
C6 -0.421 3.433 0.625
H18 -0.553 3.672 -0.438
H19 -0.952 4.190 1.220
H20 0.648 3.479 0.871
C7 1.516 0.722 0.137
O1 2.475 1.374 0.031
H21 -0.358 2.397 -2.286
H22 0.389 1.112 -3.151
H23 -1.622 0.253 -4.080
H24 -2.553 1.913 -3.039
B1 -1.655 1.193 -3.350
N1 -0.376 1.396 -2.526
H25 -4.458 -1.668 -1.804
C8 -2.849 -2.598 4.316
C9 -3.068 -2.079 3.034
C10 -1.990 -1.645 2.283
C11 -0.683 -1.690 2.798
C12 0.405 -1.150 2.061
C13 1.708 -1.265 2.500
C14 1.977 -1.913 3.738
C15 0.929 -2.368 4.521
C16 -0.427 -2.274 4.095
C17 -1.556 -2.705 4.833
H26 -3.704 -2.923 4.896
H27 -4.057 -2.010 2.599
H28 -2.122 -1.251 1.262
H29 2.520 -0.866 1.892
H30 3.015 -2.038 4.064
H31 1.119 -2.820 5.497
H32 -1.399 -3.133 5.825

[2]
The following is a quantum chemistry calculation of C22H50AsBrCl2CrN3OS4Si as an isolated structure at a distorted geometry, from the OMol25 dataset.

Results
**Calculated total energy**: -9764.73482 Eh
**Energy relative to the best compared isomer or geometry (same formula, charge and spin)**: 16.2 kcal/mol
**LUMO energy (alpha / beta)**: -0.929 / -0.256 eV
**Multiplicity**: 2
**<S²>**: 0.7819

Atoms and positions in Å:
Cr1 -0.589 -0.111 -0.585
S1 -0.416 -1.724 -2.426
As1 -0.286 0.331 -3.180
S2 -2.098 1.008 -2.164
S3 1.179 1.075 -1.728
S4 -0.025 0.675 -5.208
Cl1 -3.069 -4.067 0.858
C1 -3.071 -2.764 -0.332
Cl2 -2.435 -1.282 0.382
H1 -4.096 -2.585 -0.649
H2 -2.429 -3.050 -1.166
C2 -4.483 2.058 2.405
C3 -4.274 2.871 1.122
C4 -4.441 1.902 -0.048
C5 -5.387 3.918 1.022
Si1 -2.534 3.757 1.114
Br1 -0.947 1.923 1.029
C6 -2.179 4.934 -0.416
C7 -2.898 4.500 -1.699
C8 -0.681 4.975 -0.745
C9 -2.664 6.359 -0.105
C10 -2.024 4.533 2.850
C11 -3.103 5.504 3.334
C12 -1.826 3.485 3.951
C13 -0.691 5.283 2.740
H3 -5.385 1.457 2.307
H4 -4.610 2.707 3.267
H5 -3.649 1.383 2.585
H6 -5.445 1.484 -0.030
H7 -3.740 1.077 0.023
H8 -4.299 2.381 -1.008
H9 -6.356 3.427 1.076
H10 -5.337 4.451 0.079
H11 -5.329 4.644 1.826
H12 -2.602 3.503 -2.009
H13 -2.622 5.184 -2.500
H14 -3.979 4.536 -1.592
H15 -0.333 3.999 -1.079
H16 -0.075 5.286 0.102
H17 -0.517 5.679 -1.561
H18 -3.724 6.369 0.141
H19 -2.521 6.987 -0.984
H20 -2.112 6.811 0.714
H21 -4.031 4.982 3.541
H22 -3.308 6.282 2.608
H23 -2.784 5.985 4.256
H24 -2.739 2.949 4.179
H25 -1.498 3.988 4.860
H26 -1.065 2.765 3.672
H27 -0.768 6.155 2.099
H28 0.085 4.623 2.360
H29 -0.388 5.627 3.728
C14 3.456 -4.670 1.404
C15 2.334 -4.032 2.222
N1 2.061 -2.665 1.828
C16 2.933 -1.645 2.380
C17 4.050 -1.194 1.439
C18 1.116 -2.349 0.910
C19 0.313 -3.477 0.336
N2 0.873 -1.146 0.520
H30 3.532 -5.729 1.636
H31 4.411 -4.206 1.630
H32 3.272 -4.560 0.338
H33 2.619 -4.027 3.278
H34 1.429 -4.633 2.139
H35 3.380 -2.061 3.284
H36 2.325 -0.783 2.676
H37 4.741 -2.007 1.234
H38 4.604 -0.387 1.909
H39 3.660 -0.837 0.490
H40 -0.356 -3.904 1.080
H41 0.960 -4.263 -0.047
H42 -0.273 -3.105 -0.497
H43 1.485 -0.441 0.926
C20 0.472 0.059 5.012
N3 -0.312 -1.135 4.787
C21 -0.590 -1.962 5.934
C22 -0.818 -1.382 3.574
O1 -0.628 -0.706 2.584
H44 1.524 -0.192 5.159
H45 0.114 0.583 5.898
H46 0.367 0.701 4.141
H47 -1.232 -1.439 6.650
H48 0.343 -2.222 6.440
H49 -1.088 -2.878 5.623
H50 -1.438 -2.295 3.541

[3]
The following is a quantum chemistry calculation of one molecule with the formula C6H10OS at a distorted geometry, from the OMol25 dataset.

Results
**Calculated total energy**: -707.96948 Eh
**Structure (SMILES)**: C=COC(=C)CSC
**Energy relative to the best compared isomer or geometry (same formula, charge and spin)**: 50.7 kcal/mol
**LUMO energy**: 0.923 eV
**Multiplicity**: 1

Atoms and positions in Å:
C1 -1.890 -1.317 1.025
C2 -1.660 -1.119 -0.279
O1 -0.850 -0.233 -0.866
C3 -0.512 0.954 -0.245
C4 -1.340 1.886 0.260
C5 0.965 1.192 -0.253
S1 2.002 0.110 0.784
C6 2.526 -1.078 -0.421
H1 -2.611 -2.099 1.395
H2 -1.402 -0.734 1.829
H3 -2.229 -1.639 -1.063
H4 -2.429 1.876 0.243
H5 -0.869 2.747 0.758
H6 1.047 2.176 0.231
H7 1.305 1.224 -1.292
H8 1.695 -1.574 -0.903
H9 3.031 -0.533 -1.197
H10 3.219 -1.840 -0.007

Question: Which value of calculated total energy does entry 2 give?
Answer: -9764.73482 Eh

Question: Among the records above, which one has the lowest multiplicity?
Answer: C6H10OS